Entry from the OMol25 dataset: a molecular structure, C13H6F27N2O27S9Zn3 (wB97M-V/def2-TZVPD).

```
87
Properties=species:S:1:pos:R:3:forces:R:3:lowdin_charge:R:1
Zn 3.198990 -1.049836 -0.252073 -0.40 -0.03 0.09 0.64
Zn -1.092356 1.077095 -2.207551 -0.55 -0.57 0.52 0.68
Zn 0.467058 2.100714 2.622238 -0.50 -0.40 0.31 0.69
S 2.233909 0.788781 -2.823943 -1.70 -4.45 -2.99 0.64
S -0.700357 3.634268 0.030852 -2.15 -1.56 -0.21 0.63
S 3.768677 1.518388 1.831284 -1.45 0.30 3.96 0.64
S -0.060602 -0.511048 0.569534 -0.34 3.73 -2.62 0.75
S 2.760234 -3.467730 -2.522980 0.21 -0.66 -2.35 0.56
S -1.031165 -1.550557 -4.561586 2.87 0.16 -0.25 0.56
S 1.692953 -0.247217 4.671603 2.72 2.26 -1.59 0.63
S -4.135017 1.246374 -0.828767 1.88 1.00 4.39 0.55
S -2.882287 2.674023 3.514934 -3.08 1.53 -2.87 0.59
F 1.251198 5.100185 -1.306237 -0.83 0.82 0.48 0.12
F -5.817910 0.869629 -2.888154 -0.84 1.09 -1.66 0.16
F 0.053561 -3.014958 1.009699 -0.09 -1.02 0.42 0.15
F 0.231246 0.248197 6.851871 -0.02 -0.40 0.33 0.14
F -1.988008 -2.269549 0.841430 -0.88 -0.66 -1.16 0.18
F 4.050790 2.363614 -4.109638 1.57 -0.15 0.63 0.16
F 2.892252 3.311616 -2.475450 0.46 0.28 -0.63 0.12
F -2.557926 3.848046 5.768132 0.58 1.52 1.80 0.14
F 1.382833 -1.608299 7.018798 0.23 0.04 0.45 0.13
F -1.895805 -1.622553 -7.030723 -0.57 1.62 0.09 0.10
F -0.420065 -1.586493 5.831968 0.64 0.65 0.38 0.11
F -0.825624 5.603911 -1.760013 -0.07 0.76 -0.69 0.16
F -4.078961 4.921720 4.525740 1.47 -0.36 0.94 0.06
F -3.273672 -0.470461 -5.650188 1.51 -0.35 -1.16 0.08
F 2.096452 2.881831 -4.462955 -1.42 0.60 -0.25 0.16
F -0.007870 -3.528680 -1.861670 1.70 -1.25 -0.75 0.08
F 1.350141 -4.676882 -0.658811 0.18 -0.71 1.32 0.11
F 4.900731 3.947836 1.549043 0.67 -0.56 0.06 0.11
F 4.343532 3.055138 -0.284478 0.36 -0.23 -1.17 0.16
F -1.348891 0.473082 -6.262558 -1.11 -1.54 -0.69 0.08
F -6.688595 0.401951 -0.991123 -1.78 0.09 0.98 0.19
F -1.959698 5.200275 4.038367 -0.27 -0.37 1.51 0.10
F 0.910278 -5.430928 -2.589950 -0.81 -1.42 -1.26 0.19
F -1.019719 -2.031085 2.667470 1.11 0.08 -0.19 0.16
F 6.102162 2.293183 0.759219 1.38 -0.19 -0.41 0.19
F -5.265122 -0.927447 -1.925309 -0.32 0.06 0.35 0.09
F -0.019667 6.197447 0.169976 0.59 0.83 -0.35 0.14
O 2.543164 -3.034238 -3.896003 0.01 -0.78 1.99 -0.30
O -2.992031 1.299988 -1.744498 -0.67 -0.12 -2.32 -0.35
O 0.781106 0.945233 -2.674530 1.98 1.57 -0.79 -0.33
O 3.734296 0.289591 1.059999 1.78 0.13 -0.21 -0.33
O -0.833256 -0.192393 -0.696203 1.39 -2.48 3.70 -0.32
O 0.836749 0.705893 3.929113 -0.58 -0.73 2.03 -0.36
O -2.080286 3.819095 0.417509 1.64 1.27 -1.06 -0.25
O 2.537047 -0.256870 -3.832527 0.31 3.25 1.68 -0.28
O 1.969706 -1.364890 3.744866 -0.23 0.43 2.41 -0.32
O -3.438929 1.667250 4.414046 0.65 0.96 -0.47 -0.32
O 2.930982 -2.401023 -1.535313 -0.46 0.13 -0.15 -0.37
O -1.474793 2.500174 3.171080 0.81 -0.06 0.83 -0.34
O -1.139093 -0.492339 -3.522696 -0.96 -1.12 -1.10 -0.35
O 0.358420 -1.780414 -5.007468 -2.83 1.00 0.16 -0.30
O 1.326173 -0.867713 0.261074 -2.12 -0.39 1.00 -0.32
O 2.777989 0.488842 -1.515527 1.57 1.52 0.33 -0.32
O -3.690849 3.060685 2.312536 1.52 -1.00 3.57 -0.33
O -0.160050 0.630223 1.495725 -0.64 -2.89 -1.28 -0.30
O 2.378077 2.014422 1.921381 1.89 0.87 -1.06 -0.32
O -3.759656 0.373839 0.286590 -1.52 -0.18 -1.32 -0.31
O 4.326585 1.428980 3.193417 0.46 0.25 -3.02 -0.30
O 2.850782 0.524087 5.242328 -2.68 -2.79 -0.12 -0.34
O -0.522918 2.583437 -0.988520 0.60 1.68 -0.20 -0.33
O 0.144468 3.307753 1.168598 1.28 2.01 -0.52 -0.34
O 3.847026 -4.426513 -2.345060 -0.97 -0.26 0.13 -0.34
O -4.485621 2.589669 -0.385382 -1.33 -1.43 -1.66 -0.30
O -1.746747 -2.782021 -4.333908 -0.78 0.49 0.22 -0.30
N 3.441850 -2.569754 1.257676 -0.11 -2.95 2.65 0.21
N -2.199028 -5.640361 -1.952897 -1.41 1.39 0.16 0.12
C -2.833284 4.319436 4.588478 -1.63 -2.18 -4.30 -0.60
C 0.646649 -0.844807 6.228801 -0.12 0.24 -2.67 -0.62
C -1.965219 -0.734583 -6.009729 0.81 -0.17 2.26 -0.55
C -0.808491 -2.090332 1.347770 -0.05 1.94 0.34 -0.65
C 2.890961 2.464252 -3.508397 -1.13 -1.54 1.12 -0.66
C 2.941494 -4.381191 3.105467 0.74 0.03 -0.79 -0.03
C -2.870090 -4.688975 -1.998635 1.70 -1.31 -0.68 -0.28
C 0.014293 5.304863 -0.802929 -0.51 -3.83 1.63 -0.62
C 3.271062 -3.399523 2.070891 -0.06 3.34 -2.19 -0.16
C 4.913467 2.780432 0.859604 -3.71 0.04 2.08 -0.66
C -3.678682 -3.478387 -2.127751 0.25 -0.27 0.81 -0.08
C -5.627929 0.364859 -1.710228 4.21 -0.48 0.49 -0.70
C 1.107012 -4.368220 -1.915458 0.87 4.03 0.53 -0.63
H -4.448311 -3.643728 -1.373802 -0.58 0.44 -0.38 0.08
H -4.012286 -3.309625 -3.151629 -0.13 -0.22 0.24 0.08
H 2.176992 -5.015506 2.656813 -0.07 -0.12 0.38 0.09
H 3.871171 -4.935695 3.233239 -0.16 -0.38 0.23 0.08
H 2.653996 -3.931023 4.055623 -0.17 0.23 -0.36 0.08
H -3.121646 -2.596456 -1.811531 0.21 -0.09 -0.07 0.08
```
Positions in Å, forces in eV/Å.

Output
E_HOMO	-0.101	hartree
E_LUMO	5.18	eV
net charge	-3
Kohn-Sham gap	0.29093	Ha

---

Entry from the OMol25 dataset: 2 unconnected molecules or ions with the total composition C6H15N2 (wB97M-V/def2-TZVPD).

```
23
Properties=species:S:1:pos:R:3:forces:R:3:lowdin_charge:R:1
N 1.298173 0.059665 -0.095760 -0.06 -0.09 1.68 -0.21
N -0.919989 -2.185382 -0.468321 2.75 -0.91 1.65 0.19
C 2.355128 -0.440603 0.813556 0.16 0.16 -0.93 -0.10
C -2.082730 0.027073 -0.321211 0.71 -2.53 -1.62 -0.23
C -1.129844 -1.022713 0.077692 0.96 0.92 3.18 -0.09
C 1.683665 0.576092 -1.388882 -2.42 -0.05 0.19 -0.07
C -2.438908 1.007872 0.721849 -0.75 3.01 -0.65 -0.07
C 1.749427 0.884892 1.017592 -0.11 0.52 0.57 -0.14
H -1.700119 1.110764 1.536561 -0.68 -0.41 -0.13 0.09
H -1.471153 0.424249 -1.101202 0.55 1.05 -0.93 0.12
H 2.252977 1.786451 0.745906 0.48 0.34 -0.17 0.10
H -2.497096 2.063672 0.265687 0.35 -1.52 0.49 0.12
H -1.434416 -2.513770 -1.260215 -0.39 0.07 -0.52 0.13
H 0.697589 0.473977 -1.828349 0.05 0.68 -1.31 0.07
H 1.974294 -1.133777 1.542396 0.30 -0.73 -0.09 0.09
H 2.015668 1.591807 -1.443513 0.24 0.61 0.27 0.09
H 3.303083 -0.647690 0.281424 -0.40 0.38 0.95 0.13
H 2.313142 -0.040594 -1.933336 1.46 -1.33 -0.83 0.07
H -3.480620 0.868052 0.976415 0.05 -0.28 1.02 0.09
H 1.082242 1.059996 1.880033 0.21 -0.43 -0.49 0.11
H -0.663717 -0.598323 1.071267 -0.13 -2.16 -2.03 0.16
H -2.838204 -0.505185 -0.903922 -0.75 0.57 0.23 0.14
H -0.068600 -2.846527 -0.185674 -2.57 2.14 -0.52 0.22
```
Positions in Å, forces in eV/Å.

Output
E_HOMO	-0.473	hartree
ΔE to the lowest compared entry with this formula, charge and spin	387.4	kJ/mol
E_LUMO	-3.93	eV
net charge	+1
Kohn-Sham gap	0.32859	Ha

---

Entry from the OMol25 dataset: a molecular structure, C4H9N4O (wB97M-V/def2-TZVPD).

```
18
Properties=species:S:1:pos:R:3:forces:R:3:lowdin_charge:R:1
O -1.151047 -1.789259 0.237853 -0.76 -1.23 0.40 0.28
N -2.947937 0.161162 -0.140768 -3.20 -1.03 0.76 -0.04
N -3.718726 -0.623448 0.058391 -0.76 -0.04 -0.46 0.35
N -1.178097 1.707158 -0.427393 -0.16 0.64 0.81 0.10
N -1.819900 0.573218 -0.156110 5.20 -1.37 0.37 -0.08
C 0.670998 -0.207241 0.201485 2.22 3.56 0.13 -0.37
C 1.349069 -0.206304 -1.170842 0.43 -0.41 -0.31 -0.01
C 1.449778 -0.774166 1.366736 1.22 -0.27 1.85 -0.02
C -0.603888 -0.791930 0.192782 -1.89 0.57 -1.04 -0.18
H -1.431367 2.134728 -1.258633 -0.52 1.28 -1.68 0.11
H 2.483479 -0.950800 1.089477 0.01 -0.66 -0.59 0.08
H 2.429545 -0.189559 -1.107387 0.18 0.28 0.54 0.10
H 0.609148 0.921231 0.255127 -0.41 -1.46 0.87 0.14
H 1.047813 0.616077 -1.798745 -0.30 0.27 -0.06 0.09
H 1.698230 0.006648 2.151565 -1.26 -0.95 -0.50 0.12
H -1.047914 2.246153 0.401539 -0.26 0.96 0.17 0.13
H 1.006007 -1.730966 1.778189 0.66 1.29 -0.22 0.12
H 1.154801 -1.102695 -1.673265 -0.40 -1.44 -1.04 0.08
```
Positions in Å, forces in eV/Å.

Output
E_HOMO	-0.542	hartree
ΔE to the lowest compared entry with this formula, charge and spin	550.5	kJ/mol
E_LUMO	-5.06	eV
net charge	+1
Kohn-Sham gap	0.35560	Ha

---

Entry from the OMol25 dataset: C18H21ClN2O2S in the gas phase (wB97M-V/def2-TZVPD).

```
45
Properties=species:S:1:pos:R:3:forces:R:3:lowdin_charge:R:1
Cl -4.046520 1.333848 5.406814 0.70 -0.27 -1.30 0.53
S 0.862693 -1.793436 0.389833 2.74 0.37 3.54 0.73
O 0.249270 -1.949610 1.767846 2.10 0.74 -4.09 -0.34
O 0.580108 -2.658536 -0.672749 -1.45 -2.04 -1.61 -0.29
N 0.780636 -0.276409 -0.252122 2.37 -6.13 -6.41 -0.05
N -1.562323 1.267261 0.062218 0.82 -0.47 -7.15 0.07
C -1.621182 0.079198 -1.093592 7.30 4.37 4.73 -0.19
C -3.326243 1.355662 3.675613 -1.19 -8.69 8.93 -0.67
C 4.820429 -2.368533 -0.433578 15.51 3.10 2.01 -0.06
C -2.778004 0.248963 3.174567 3.55 -4.84 3.44 -0.11
C -1.901666 1.296754 -3.083043 2.75 4.39 4.19 -0.20
C 0.011395 -0.036926 -1.471728 -2.41 -1.35 -0.78 -0.23
C -2.769423 2.441178 1.709419 -2.16 -6.70 3.61 0.12
C -2.028818 0.199084 2.007556 -0.86 -11.07 5.71 -0.07
C 5.628718 -1.811167 0.866613 -5.09 -4.78 -4.70 0.04
C 2.771537 -1.940947 0.467814 -6.45 3.29 14.83 -0.19
C -0.484721 1.078159 -3.478008 1.93 7.86 -0.40 -0.20
C 0.553973 1.230361 -2.372103 -5.91 -3.12 4.17 -0.08
C -2.266911 1.107048 1.170593 -1.10 10.61 -1.56 -0.38
C 3.498997 -1.759334 1.869416 -14.02 1.41 -2.32 -0.06
C 4.733036 -1.810125 1.962604 11.98 2.13 2.99 -0.21
C -3.526293 2.358124 3.049518 2.32 12.02 -11.44 -0.14
C 3.592260 -2.193340 -0.367371 -3.67 -3.57 -15.16 -0.34
C -2.441450 0.303538 -2.186077 2.51 -2.21 -1.83 -0.20
H -2.923826 3.141293 0.995565 -0.44 2.60 -1.68 0.05
H -2.267073 -0.721897 -2.555073 -0.82 0.12 -1.29 0.17
H -2.508895 -0.608699 3.984654 -1.14 1.92 -2.10 0.16
H -1.804886 2.141672 -0.465323 0.31 -1.10 0.91 0.12
H 1.435161 0.801387 -2.582239 3.80 -0.10 -1.08 0.07
H 5.559011 -2.367821 -1.434578 -2.59 -0.52 2.72 0.16
H 0.491787 0.284208 0.343972 -3.08 7.06 7.48 -0.02
H -3.348994 0.318801 -1.802060 -4.89 0.73 0.78 0.10
H -0.121076 2.117827 -4.109913 -1.43 -3.18 0.51 0.18
H 0.398704 2.023075 -1.603745 0.79 0.13 -1.33 0.13
H -0.364686 0.211716 -3.963018 0.79 -3.08 -2.25 0.07
H -1.866409 -0.724435 -0.540098 -0.76 -2.98 1.85 0.09
H -3.746294 3.355053 3.314032 -1.13 0.56 0.98 0.10
H 6.649278 -2.073744 0.852692 1.18 0.51 0.47 0.06
H -1.656303 -1.038136 1.883062 -0.51 4.37 -0.35 0.18
H 2.650820 -1.398167 2.611793 2.47 -1.20 -0.78 0.15
H -1.902483 2.450576 -2.625531 -0.28 -2.82 -0.64 0.18
H -2.531379 1.380340 -3.807281 -3.40 0.68 -5.20 0.05
H 5.398143 -1.529707 2.935090 -2.31 -0.84 -1.62 0.16
H -0.004897 -1.002088 -2.082621 0.65 1.35 0.57 0.15
H 3.134800 -2.462067 -1.519433 0.51 0.74 2.68 0.19
```
Positions in Å, forces in eV/Å.

Output
E_HOMO	-0.299	hartree
ΔE to the lowest compared entry with this formula, charge and spin	1612.9	kJ/mol
E_LUMO	-0.16	eV
net charge	0
structure (SMILES)	O=S(=O)(N[C@@H]1CCCC[C@@H]1Nc1ccc(Cl)cc1)c1ccccc1
Kohn-Sham gap	0.29301	Ha

---

Entry from the OMol25 dataset: C4H7NO in the gas phase (wB97M-V/def2-TZVPD).

```
13
Properties=species:S:1:pos:R:3:forces:R:3:lowdin_charge:R:1
O -0.729331 2.036951 -0.689081 0.33 0.15 0.06 -0.01
N 1.030999 0.360544 -1.795556 -0.25 -0.15 -0.85 0.10
C -0.473467 -0.992981 1.379554 0.36 0.32 0.02 -0.09
C 0.597795 -0.472224 -0.845015 2.43 0.66 4.01 -0.14
C -0.087076 -0.047273 0.272176 -1.76 0.29 -1.05 -0.29
C -0.751153 1.236849 0.239414 -0.86 -0.40 -0.14 -0.25
H -1.433174 1.431196 1.089139 0.23 0.24 0.21 0.12
H 1.707834 0.068460 -2.476067 -0.12 0.02 -0.03 0.10
H 0.553404 1.258330 -1.850660 0.14 -0.18 -0.17 0.08
H -0.010646 -1.965986 1.229528 -0.03 -0.10 0.04 0.07
H -0.147207 -0.607600 2.347205 -0.04 -0.08 0.09 0.08
H 1.296990 -1.183891 -0.321751 -0.39 -0.67 -2.23 0.14
H -1.554966 -1.122376 1.421115 -0.03 -0.11 0.04 0.08
```
Positions in Å, forces in eV/Å.

Output
E_HOMO	-0.304	hartree
ΔE to the lowest compared entry with this formula, charge and spin	184.2	kJ/mol
E_LUMO	0.49	eV
net charge	0
structure (SMILES)	C/C(C=O)=C/N
Kohn-Sham gap	0.32182	Ha

---

Entry from the OMol25 dataset: a molecular structure, C4H5O6Tl (wB97M-V/def2-TZVPD).

```
16
Properties=species:S:1:pos:R:3:forces:R:3:lowdin_charge:R:1
Tl -3.853226 0.216651 1.608557 -2.51 0.92 1.02 1.02
O 2.368181 -0.072641 1.324730 -0.16 0.36 -0.29 0.13
O 0.819287 0.767916 -0.093330 -0.39 -0.10 -0.61 0.10
O -2.039074 0.435740 0.295323 0.54 0.55 -0.63 -0.17
O -0.444065 -1.183444 0.344618 0.12 0.04 0.98 0.06
O -2.242545 -1.361208 1.596264 0.41 -0.44 0.02 -0.15
O 1.929553 2.126985 1.157153 -0.06 0.61 -0.08 0.16
C -0.228337 -0.425006 -1.889777 2.44 0.75 -0.90 0.00
C 1.765073 0.850696 0.833299 0.49 -1.00 0.66 -0.61
C 0.464286 -0.533881 -0.559671 -1.74 -0.40 0.78 -0.33
C -1.641191 -0.651311 0.760520 2.40 -1.18 -0.88 -0.81
H 1.342603 -1.187523 -0.566635 -0.23 0.22 0.07 0.17
H 0.662643 -0.103410 -2.501295 -1.26 -0.09 -0.26 0.11
H -1.002798 0.346637 -1.891978 0.14 -0.42 -0.03 0.09
H 2.627321 2.193483 1.822510 -0.04 -0.23 -0.04 0.14
H -0.527706 -1.419683 -2.240290 -0.15 0.40 0.20 0.10
```
Positions in Å, forces in eV/Å.

Output
E_HOMO	-0.356	hartree
ΔE to the lowest compared entry with this formula, charge and spin	0.0	kJ/mol
E_LUMO	-0.12	eV
net charge	0
Kohn-Sham gap	0.35148	Ha